Record 1
Formula: C4H12N3
Source: the Open Molecules 2025 dataset
Level of theory: the ωB97M-V functional and the def2-TZVPD basis

```
19
Properties=species:S:1:pos:R:3:forces:R:3
C 1.647 -0.937 -1.095 -2.0760 0.4598 1.0808
C -0.977 1.919 0.153 -0.7877 2.9355 -2.5329
C 1.938 -0.257 1.206 1.9765 -3.4074 0.1843
C -1.180 0.524 0.359 -0.7805 0.3567 -0.8935
N -1.813 -1.514 -0.407 -2.1328 -0.6867 -3.6325
N -1.545 -0.205 -0.626 0.4707 -0.5701 1.8344
N 1.201 -0.806 0.087 -0.1416 -0.0144 -0.3572
H 0.788 -1.059 -1.809 1.4781 -0.4166 -0.0569
H 2.674 -0.781 -1.372 0.4262 -0.0390 -0.4063
H -1.839 2.549 0.443 -0.2572 -0.7221 0.1700
H -0.875 2.231 -0.956 0.2948 -0.7038 1.7024
H -0.243 2.383 0.754 1.3437 0.1030 0.4598
H 3.081 -0.365 1.163 -1.6259 0.3621 -0.0016
H 1.552 -0.686 2.150 0.4016 -0.0956 -0.4675
H 1.600 0.703 1.207 -0.2463 3.1514 0.2396
H -1.228 0.142 1.356 0.1413 -0.5997 0.2836
H -1.305 -1.956 0.303 1.2704 -0.5977 0.8576
H -1.919 -1.988 -1.333 0.2772 0.0970 1.7311
H -1.560 0.102 -1.583 -0.0324 0.3876 -0.1952
```
Positions in Å, forces in eV/Å.

Calculated values
- gap between HOMO and LUMO (eV) = 9.45
- F_max (hartree/bohr) = 0.08300
- net charge = +1


Record 2
Formula: C4H12N3
Source: the Open Molecules 2025 dataset
Level of theory: the ωB97M-V functional and the def2-TZVPD basis

```
19
Properties=species:S:1:pos:R:3:forces:R:3
C -2.222 -0.185 -0.017 0.7039 -1.5774 1.6399
C -2.398 1.173 -0.581 0.0747 -0.4606 -1.0466
C 1.175 0.099 1.122 0.0091 1.9192 0.1241
C 0.196 -0.882 0.566 -2.4453 2.0678 -2.0889
N -2.889 -1.108 0.336 -0.3251 3.6498 -2.1929
N 0.532 -0.899 -0.925 0.0545 -5.0439 -0.1782
N 2.166 0.579 0.117 0.8384 1.0837 0.3096
H -3.450 1.339 -0.907 0.7864 -0.3598 0.0258
H -2.188 1.869 0.192 0.2569 0.6696 0.8642
H -1.661 1.366 -1.381 -0.5330 -0.0890 0.1982
H 0.665 0.988 1.573 0.6594 -0.8451 -0.0270
H 1.723 -0.465 1.788 1.1197 -0.5655 2.3214
H 0.098 -1.728 1.248 -0.1499 -0.5588 -1.2692
H -2.990 -1.930 0.798 0.2075 -2.6149 1.4376
H -0.195 -0.656 -1.611 0.3926 0.3123 0.7396
H 0.845 -1.900 -1.278 -0.4845 2.4357 0.8955
H 3.191 0.461 0.308 -1.5768 -0.3021 0.1576
H 2.041 1.588 0.045 0.1381 -0.2978 -0.4316
H 1.422 -0.265 -0.777 0.2734 0.5768 -1.4789
```
Positions in Å, forces in eV/Å.

Calculated values
- gap between HOMO and LUMO (alpha / beta) (eV) = 7.35 / 7.83
- F_max (hartree/bohr) = 0.09816
- net charge = +1


Record 3
Formula: C4H12N3
Source: the Open Molecules 2025 dataset
Level of theory: the ωB97M-V functional and the def2-TZVPD basis

```
19
Properties=species:S:1:pos:R:3:forces:R:3
C 1.873 -1.289 -0.204 0.3233 -0.4932 0.1745
N 1.388 -0.140 0.617 -0.6004 -1.0302 -1.4777
C 1.026 1.058 -0.199 -0.1984 -2.4676 -0.5100
C -0.428 1.450 0.193 2.5358 2.4651 -1.2378
N -1.167 0.253 0.047 -1.5280 -1.6751 -0.0658
C -2.458 0.082 -0.121 0.2222 -0.8686 0.7947
N -3.111 -1.113 -0.130 1.6546 5.5854 -0.1002
H 2.010 -2.037 0.564 0.1121 -0.7249 -0.1885
H 1.222 -1.751 -1.029 0.5212 1.2131 1.2615
H 2.883 -1.091 -0.607 -0.4926 -0.0342 -0.2761
H 2.156 -0.011 1.283 -0.7110 0.5731 -0.2661
H 1.865 1.673 0.000 -0.0387 1.9061 -0.3294
H 0.968 0.738 -1.259 0.5701 0.3266 0.4164
H -0.184 1.784 1.180 -1.3599 0.0827 1.1174
H -0.767 2.304 -0.450 -0.0333 -0.9212 0.6791
H -0.538 -0.550 0.202 -0.3016 0.0374 0.2249
H -3.070 0.986 -0.162 0.0538 -0.3150 -0.0578
H -2.679 -1.945 -0.185 1.7781 -3.4365 -0.0638
H -4.067 -1.044 -0.080 -2.5072 -0.2229 -0.0951
```
Positions in Å, forces in eV/Å.

Calculated values
- gap between HOMO and LUMO (eV) = 9.43
- F_max (hartree/bohr) = 0.11330
- SMILES = CNCCNC=[NH2+]
- net charge = +1


Record 4
Formula: C4H12N3
Source: the Open Molecules 2025 dataset
Level of theory: the ωB97M-V functional and the def2-TZVPD basis

```
19
Properties=species:S:1:pos:R:3:forces:R:3
N 2.763 -0.258 -0.355 -0.6402 -0.5591 0.0950
C 1.670 0.273 -0.922 0.2261 0.3016 0.2525
N 0.445 -0.057 -0.760 -0.7851 0.4686 -0.4389
C 0.004 -1.120 0.122 0.2523 -0.2065 0.2046
C -0.851 -0.528 1.241 -0.0063 -0.0757 -0.2462
C -2.088 0.155 0.668 0.3809 0.3769 -0.1444
N -1.654 1.384 -0.104 0.9531 -0.7036 -0.2013
H 3.645 0.187 -0.452 0.5287 0.1385 -0.1889
H 2.707 -1.094 0.203 0.1514 0.1146 0.0217
H 1.880 1.127 -1.560 -0.0414 0.0152 -0.0234
H -0.619 -1.828 -0.430 0.1131 0.0473 -0.1724
H 0.824 -1.707 0.542 -0.0165 0.0032 0.1071
H -1.157 -1.335 1.897 -0.1704 -0.0497 0.1685
H -0.256 0.170 1.835 -0.0740 0.0524 0.0657
H -2.808 0.442 1.425 -0.0698 0.0451 0.1009
H -2.565 -0.480 -0.075 -0.1720 -0.1264 0.0779
H -2.439 1.939 -0.435 0.0874 -0.2664 -0.5681
H -0.802 0.960 -0.781 -0.7843 0.1676 0.3057
H -1.109 2.004 0.477 0.0670 0.2565 0.5839
```
Positions in Å, forces in eV/Å.

Calculated values
- gap between HOMO and LUMO (eV) = 10.62
- F_max (hartree/bohr) = 0.02337
- SMILES = N/C=N\CCC[NH3+]
- net charge = +1


Record 5
Formula: C4H12N3
Source: the Open Molecules 2025 dataset
Level of theory: the ωB97M-V functional and the def2-TZVPD basis

```
19
Properties=species:S:1:pos:R:3:forces:R:3
N -1.066 1.208 -1.835 2.3460 -0.1770 0.3813
C -0.061 1.785 -1.154 -1.6674 1.1544 0.6761
N 0.838 1.117 -0.495 0.7051 -0.5908 -0.7596
C 1.048 -0.375 -0.498 1.0909 0.3974 1.4722
C -0.181 -1.195 -0.170 -1.7081 1.0009 0.3617
C -0.357 -1.349 1.404 -0.3860 -1.8761 -1.1823
N -0.093 -0.139 2.099 0.9622 0.3820 -0.4381
H -1.952 1.607 -2.084 0.1984 0.3488 -0.2653
H -0.700 0.362 -2.245 -1.2123 -0.4454 -0.2472
H -0.049 2.885 -1.018 -0.0665 -0.7209 -0.1483
H 1.673 1.651 -0.269 -0.2873 -0.0174 0.4137
H 1.671 -0.619 0.397 0.1483 0.8457 -0.8393
H 1.709 -0.520 -1.350 -0.4993 -0.8034 -0.3572
H -0.349 -2.067 -0.795 0.6326 -0.5399 0.3458
H -1.062 -0.616 -0.418 -0.1757 0.2499 -0.1341
H -1.377 -1.702 1.594 0.0635 0.2511 -0.1746
H 0.246 -2.230 1.699 0.1540 0.6521 0.2676
H 0.845 -0.101 2.459 -0.1963 0.2386 0.4848
H -0.783 0.299 2.679 -0.1020 -0.3502 0.1428
```
Positions in Å, forces in eV/Å.

Calculated values
- gap between HOMO and LUMO (eV) = 9.25
- F_max (hartree/bohr) = 0.04635
- SMILES = N/C=[NH+]\CCCN
- net charge = +1


Record 6
Formula: C4H12N3O
Source: the Open Molecules 2025 dataset
Level of theory: the ωB97M-V functional and the def2-TZVPD basis

```
20
Properties=species:S:1:pos:R:3:forces:R:3
N 1.380 -2.844 0.434 1.3738 0.4776 1.7835
C 1.000 -1.777 1.401 -3.8321 0.0809 -1.7852
C 1.259 -0.409 0.670 -0.6870 1.1335 2.9506
N 0.665 -0.297 -0.626 1.7672 -1.4788 0.5371
C -0.273 0.537 -0.953 -2.2634 1.3392 -4.3484
O -0.662 0.471 -2.160 -0.1881 1.3053 2.1599
C -1.086 1.663 -0.093 -2.0474 -4.2920 2.1385
N -1.815 2.513 -1.033 0.4919 -2.3631 -4.8742
H 1.867 -3.576 0.958 -0.3258 0.1504 -0.6848
H 0.671 -3.238 -0.153 -0.5551 -0.0249 0.1945
H 1.427 -1.890 2.390 0.6942 0.1844 -0.2342
H -0.160 -1.831 1.631 1.9598 0.1009 -0.4433
H 0.863 0.545 1.265 0.9684 -2.1780 -0.8194
H 2.324 -0.351 0.610 0.7549 0.4333 -0.2924
H 1.078 -0.866 -1.429 -1.0527 1.0225 1.5056
H -1.933 0.952 0.514 2.4088 2.2013 -1.4175
H -0.631 2.354 0.604 0.6349 -0.4145 0.2105
H -2.333 3.255 -0.667 -0.2115 2.0325 1.2836
H -2.618 2.016 -1.606 2.4766 0.4152 1.0102
H -1.024 2.774 -1.758 -2.3677 -0.1257 1.1255
```
Positions in Å, forces in eV/Å.

Calculated values
- gap between HOMO and LUMO (eV) = 8.75
- F_max (hartree/bohr) = 0.10577
- SMILES = NCCNC(=O)C[NH3+]
- net charge = +1


Computed values of energy above the lowest of the compared OMol25 structures with the same formula, charge and spin (unit: eV) for the preceding records, in sequence: 4.245 5.882 2.143 0.857 1.889 2.756.